Density functional theory data (ωB97M-V with the def2-TZVPD basis set) for a structure of composition C48H46MoNOP2Si.

## Properties
Relative energy (zero: lowest compared OMol25 entry of this formula, charge and spin) = 0.0 kcal/mol
E = -82369.940 eV
⟨S²⟩ = 2.024
HOMO (spin up / spin down) = -10.9 / -11.1 eV
LUMO energy (spin up / spin down) = -0.0721 / -0.1314 hartree

The geometry in ORCA input format:
```
! RIJCOSX wB97M-V def2-TZVPD def2/J DEFGRID3
* xyz 1 3
Mo -0.725 0.218 0.289
C 2.475 -2.096 0.795
Si 1.415 -1.074 -0.375
C 1.068 -2.266 -1.792
C 1.913 -3.323 -2.154
C 1.685 -4.047 -3.313
C 0.609 -3.728 -4.140
C -0.245 -2.696 -3.793
C -0.017 -1.980 -2.616
P -1.105 -0.612 -2.097
C -2.735 -1.314 -2.531
C -3.059 -2.495 -1.868
C -4.185 -3.222 -2.213
C -5.010 -2.769 -3.235
C -4.685 -1.607 -3.917
C -3.544 -0.887 -3.579
C -0.698 0.702 -3.307
C -1.586 1.716 -3.669
C -1.190 2.731 -4.527
C 0.102 2.748 -5.035
C 0.996 1.749 -4.679
C 0.599 0.730 -3.823
C 2.620 0.186 -1.119
C 3.732 -0.199 -1.879
C 4.658 0.735 -2.308
C 4.510 2.081 -1.966
C 3.425 2.483 -1.211
C 2.472 1.539 -0.817
P 1.071 2.005 0.250
C 0.438 3.590 -0.376
C 0.630 3.974 -1.699
C 0.075 5.159 -2.169
C -0.676 5.961 -1.325
C -0.907 5.563 -0.013
C -0.365 4.377 0.453
C 1.985 2.413 1.789
C 2.061 3.669 2.377
C 2.852 3.866 3.506
C 3.588 2.822 4.041
C 3.549 1.572 3.433
C 2.757 1.378 2.316
H 3.320 -2.472 0.208
H 1.948 -2.959 1.211
H 2.897 -1.523 1.622
H 2.756 -3.591 -1.525
H 2.344 -4.866 -3.576
H 0.432 -4.294 -5.047
H -1.094 -2.463 -4.426
H -2.391 -2.870 -1.104
H -4.414 -4.146 -1.695
H -5.895 -3.329 -3.509
H -5.310 -1.261 -4.730
H -3.290 -0.010 -4.155
H -2.591 1.733 -3.273
H -1.892 3.514 -4.788
H 0.408 3.537 -5.712
H 2.006 1.755 -5.070
H 1.310 -0.042 -3.556
H 3.867 -1.242 -2.151
H 5.505 0.422 -2.906
H 5.245 2.808 -2.287
H 3.314 3.526 -0.935
H 1.200 3.347 -2.372
H 0.229 5.450 -3.201
H -1.103 6.886 -1.693
H -1.522 6.171 0.638
H -0.582 4.052 1.465
H 1.522 4.508 1.964
H 2.897 4.849 3.958
H 4.206 2.984 4.915
H 4.140 0.754 3.827
H 2.742 0.410 1.835
C -2.297 0.706 2.020
C -2.659 -0.521 1.391
C -1.620 -1.469 1.644
C -0.613 -0.808 2.412
C -1.046 0.537 2.650
C -0.467 1.443 3.689
C 0.460 -1.488 3.201
C -1.688 -2.958 1.479
C -4.011 -0.753 0.799
C -3.199 1.890 2.128
H 0.609 1.352 3.770
H -0.899 1.167 4.655
H -0.703 2.491 3.508
H 1.382 -0.913 3.238
H 0.689 -2.474 2.807
H 0.110 -1.610 4.229
H -0.873 -3.360 0.873
H -2.630 -3.268 1.032
H -1.628 -3.424 2.464
H -4.229 -0.049 -0.006
H -4.766 -0.610 1.575
H -4.123 -1.755 0.402
H -4.067 1.623 2.737
H -3.572 2.213 1.159
H -2.704 2.734 2.605
O -3.050 3.558 -1.297
C -2.425 2.624 -0.938
N -1.807 1.660 -0.587
*
```

Atomic partial charges in e from the Mulliken method, atoms 1 to 99: atom 1 (Mo): -2.71, atom 2 (C): -1.78, atom 3 (Si): 2.20, atom 4 (C): 1.24, atom 5 (C): -0.83, atom 6 (C): -0.82, atom 7 (C): -0.95, atom 8 (C): -0.56, atom 9 (C): -1.00, atom 10 (P): 2.46, atom 11 (C): 0.35, atom 12 (C): -0.49, atom 13 (C): -0.61, atom 14 (C): -0.78, atom 15 (C): -0.66, atom 16 (C): -0.61, atom 17 (C): 1.28, atom 18 (C): -0.43, atom 19 (C): -1.71, atom 20 (C): -0.72, atom 21 (C): -0.85, atom 22 (C): -0.38, atom 23 (C): 0.26, atom 24 (C): -0.31, atom 25 (C): -0.94, atom 26 (C): -0.97, atom 27 (C): -0.43, atom 28 (C): 0.24, atom 29 (P): 2.58, atom 30 (C): 0.71, atom 31 (C): -1.27, atom 32 (C): -0.79, atom 33 (C): -0.84, atom 34 (C): -0.97, atom 35 (C): -0.27, atom 36 (C): 0.90, atom 37 (C): -0.82, atom 38 (C): -0.79, atom 39 (C): -0.69, atom 40 (C): -0.57, atom 41 (C): -0.71, atom 42 (H): 0.66, atom 43 (H): 0.34, atom 44 (H): 0.48, atom 45 (H): 0.43, atom 46 (H): 0.45, atom 47 (H): 0.45, atom 48 (H): 0.55, atom 49 (H): 0.60, atom 50 (H): 0.46, atom 51 (H): 0.39, atom 52 (H): 0.47, atom 53 (H): 0.49, atom 54 (H): 0.76, atom 55 (H): 0.43, atom 56 (H): 0.44, atom 57 (H): 0.48, atom 58 (H): 0.17, atom 59 (H): 0.46, atom 60 (H): 0.45, atom 61 (H): 0.46, atom 62 (H): 0.53, atom 63 (H): 0.52, atom 64 (H): 0.49, atom 65 (H): 0.41, atom 66 (H): 0.42, atom 67 (H): 0.37, atom 68 (H): 0.56, atom 69 (H): 0.47, atom 70 (H): 0.41, atom 71 (H): 0.44, atom 72 (H): 0.07, atom 73 (C): 0.06, atom 74 (C): 1.01, atom 75 (C): 0.43, atom 76 (C): 1.00, atom 77 (C): 1.03, atom 78 (C): -1.42, atom 79 (C): -1.78, atom 80 (C): -1.70, atom 81 (C): -1.71, atom 82 (C): -1.13, atom 83 (H): 0.31, atom 84 (H): 0.41, atom 85 (H): 0.41, atom 86 (H): 0.13, atom 87 (H): 0.58, atom 88 (H): 0.41, atom 89 (H): 0.26, atom 90 (H): 0.56, atom 91 (H): 0.39, atom 92 (H): 0.14, atom 93 (H): 0.45, atom 94 (H): 0.43, atom 95 (H): 0.38, atom 96 (H): 0.20, atom 97 (H): 0.43, atom 98 (O): -0.62, atom 99 (C): 1.27